Record 1
The following is a quantum chemistry calculation of a single C5H8N2 molecule, from the OMol25 dataset.

```
! RIJCOSX wB97M-V def2-TZVPD def2/J DEFGRID3
* xyz 0 1
C 2.43 -0.28 -0.01
C 1.00 0.09 0.18
C 0.45 1.36 0.48
N -0.87 1.33 0.49
N -1.19 0.06 0.23
C -2.49 -0.24 -0.31
C -0.10 -0.71 0.03
H 3.01 0.58 -0.35
H 2.52 -1.07 -0.77
H 2.88 -0.66 0.91
H 0.98 2.27 0.69
H -2.50 0.04 -1.37
H -3.25 0.32 0.22
H -2.67 -1.31 -0.23
H -0.20 -1.77 -0.19
*
```

Calculated values
Kohn-Sham gap ... 0.364 hartree
HOMO level ... -8.89 eV
ΔE to the lowest compared entry with this formula, charge and spin ... 14.89 kcal per mole
Lowest unoccupied orbital energy ... 1.01 eV

---

Record 2
The following is a quantum chemistry calculation of a single C5H8N2 molecule, from the OMol25 dataset.

```
! RIJCOSX wB97M-V def2-TZVPD def2/J DEFGRID3
* xyz 0 1
C -1.07 1.36 -0.75
C -0.28 0.13 -0.42
C 1.21 0.09 -0.51
C 1.93 0.58 0.68
N 2.46 0.96 1.63
C -0.35 -1.83 0.97
N -0.88 -0.88 0.21
H -0.65 2.21 -0.21
H -1.09 1.62 -1.82
H -2.10 1.25 -0.40
H 1.54 0.71 -1.36
H 1.54 -0.94 -0.70
H 0.59 -1.61 1.46
H -0.97 -2.68 1.21
H -1.87 -0.97 0.00
*
```

Calculated values
Kohn-Sham gap ... 0.283 hartree
HOMO level ... -6.97 eV
ΔE to the lowest compared entry with this formula, charge and spin ... 58.75 kcal per mole
Lowest unoccupied orbital energy ... 0.74 eV

---

Record 3
The following is a quantum chemistry calculation of a single C5H8N2 molecule at a distorted geometry, from the OMol25 dataset.

```
! RIJCOSX wB97M-V def2-TZVPD def2/J DEFGRID3
* xyz 0 1
C 1.22 0.73 0.18
C 0.06 1.35 0.29
C 1.45 -0.78 0.10
C -1.76 -0.43 -0.20
C -1.32 0.92 0.13
N 0.31 -1.63 0.00
N -0.74 -1.20 0.65
H 2.20 1.17 0.42
H 0.17 2.43 0.19
H 2.02 -0.91 -0.77
H 2.07 -0.87 1.06
H -2.81 -0.66 -0.06
H -1.76 -0.74 -1.25
H -1.98 1.41 0.85
H 0.03 -2.10 -0.89
*
```

Calculated values
Kohn-Sham gap (alpha / beta) ... 0.304 / 0.290 hartree
HOMO level (alpha / beta) ... -7.82 / -7.98 eV
ΔE to the lowest compared entry with this formula, charge and spin ... 128.23 kcal per mole
Lowest unoccupied orbital energy (alpha / beta) ... 0.46 / -0.10 eV

---

Record 4
The following is a quantum chemistry calculation of a single C5H8N2 molecule, from the OMol25 dataset.

```
! RIJCOSX wB97M-V def2-TZVPD def2/J DEFGRID3
* xyz 0 1
C -1.16 0.97 0.66
C -0.85 -1.02 -1.29
N 0.21 -0.50 -0.70
C 1.29 -1.10 -0.16
C 1.84 -0.15 0.75
N 1.28 1.02 0.74
C 0.14 0.90 -0.13
H -2.07 0.83 0.06
H -1.16 0.19 1.43
H -1.22 1.95 1.14
H -1.55 -0.29 -1.68
H -1.19 -1.96 -0.88
H 1.63 -2.09 -0.43
H 2.66 -0.39 1.43
H 0.15 1.65 -0.94
*
```

Calculated values
Kohn-Sham gap (alpha / beta) ... 0.273 / 0.273 hartree
HOMO level (alpha / beta) ... -7.19 / -7.11 eV
ΔE to the lowest compared entry with this formula, charge and spin ... 60.60 kcal per mole
Lowest unoccupied orbital energy (alpha / beta) ... 0.23 / 0.31 eV

---

Record 5
The following is a quantum chemistry calculation of C5H8N2 as an isolated structure at a distorted geometry, from the OMol25 dataset.

```
! RIJCOSX wB97M-V def2-TZVPD def2/J DEFGRID3
* xyz 0 1
C 0.67 -0.49 -1.32
C 0.76 0.47 1.00
C 0.06 1.47 0.10
N -0.57 0.23 -0.50
C -0.52 -0.31 0.92
C -0.60 -1.78 0.98
N -0.64 -2.93 1.00
H 0.51 -0.14 -2.33
H 1.72 -0.28 -1.02
H 0.53 -1.57 -1.20
H 1.22 0.73 1.94
H 0.56 2.07 -0.66
H -0.76 2.08 0.55
H -1.53 0.34 -0.91
H -1.41 0.11 1.45
*
```

Calculated values
Kohn-Sham gap ... 0.263 hartree
HOMO level ... -6.57 eV
ΔE to the lowest compared entry with this formula, charge and spin ... 126.38 kcal per mole
Lowest unoccupied orbital energy ... 0.58 eV

---

Record 6
The following is a quantum chemistry calculation of a single C5H8N2 molecule at a distorted geometry, from the OMol25 dataset.

```
! RIJCOSX wB97M-V def2-TZVPD def2/J DEFGRID3
* xyz 0 1
C -1.85 0.75 0.52
C -0.51 0.61 1.14
C 0.07 -0.75 0.88
N 1.46 -0.57 0.44
C 1.54 0.36 -0.67
C 0.72 -0.04 -1.85
N 0.02 -0.40 -2.70
H -2.04 0.13 -0.37
H -2.53 0.39 1.32
H -2.11 1.80 0.36
H 1.18 1.34 -0.32
H -0.50 -1.40 0.18
H 0.09 -1.25 1.87
H 1.86 -1.46 0.18
H 2.58 0.49 -0.98
*
```

Calculated values
Kohn-Sham gap ... 0.305 hartree
HOMO level ... -8.66 eV
ΔE to the lowest compared entry with this formula, charge and spin ... 103.70 kcal per mole
Lowest unoccupied orbital energy ... -0.36 eV

---

Record 7
The following is a quantum chemistry calculation of a single C5H8N2 molecule, from the OMol25 dataset.

```
! RIJCOSX wB97M-V def2-TZVPD def2/J DEFGRID3
* xyz 0 1
C 2.34 -1.42 0.86
N 1.17 -0.66 0.53
C 1.23 0.26 -0.34
C -0.05 0.84 -0.73
N -0.63 1.73 -1.39
C -1.45 0.54 -0.86
C -2.52 0.77 0.18
H 3.16 -1.33 0.12
H 2.04 -2.47 0.93
H 2.71 -1.12 1.85
H 2.15 0.55 -0.87
H -1.73 -0.21 -1.61
H -2.28 1.64 0.80
H -3.48 0.96 -0.32
H -2.65 -0.09 0.84
*
```

Calculated values
Kohn-Sham gap ... 0.363 hartree
HOMO level ... -9.57 eV
ΔE to the lowest compared entry with this formula, charge and spin ... 62.71 kcal per mole
Lowest unoccupied orbital energy ... 0.30 eV

---

Record 8
The following is a quantum chemistry calculation of a single C5H8N2 molecule at a distorted geometry, from the OMol25 dataset.

```
! RIJCOSX wB97M-V def2-TZVPD def2/J DEFGRID3
* xyz 0 1
C 1.99 -0.61 0.36
C 1.06 0.53 -0.12
C -0.28 1.10 0.16
C -1.07 0.20 1.05
C -1.20 -0.93 0.19
N -0.70 -0.72 -0.98
N -0.25 0.51 -1.11
H 2.61 -0.27 1.23
H 1.30 -1.35 0.86
H 2.69 -1.05 -0.50
H 1.65 1.17 -0.58
H -0.21 2.28 0.42
H -2.04 0.89 0.91
H -0.63 0.07 1.97
H -1.72 -1.98 0.42
*
```

Calculated values
Kohn-Sham gap ... 0.343 hartree
HOMO level ... -8.47 eV
ΔE to the lowest compared entry with this formula, charge and spin ... 116.43 kcal per mole
Lowest unoccupied orbital energy ... 0.88 eV

---

Record 9
The following is a quantum chemistry calculation of a single C5H8N2 molecule at a distorted geometry, from the OMol25 dataset.

```
! RIJCOSX wB97M-V def2-TZVPD def2/J DEFGRID3
* xyz 0 1
C -0.13 1.59 -1.68
C -0.10 0.54 -0.62
C 0.79 0.23 0.34
C 0.32 -0.93 1.11
N 1.14 -1.50 2.11
C -0.90 -1.42 0.72
N -1.15 -0.44 -0.48
H -1.02 2.24 -1.60
H 0.75 2.23 -1.59
H -0.13 1.16 -2.69
H 1.73 0.75 0.51
H 0.63 -2.27 2.55
H 1.38 -0.84 2.84
H -1.17 -1.19 -1.19
H -2.10 -0.08 -0.43
*
```

Calculated values
Kohn-Sham gap ... 0.295 hartree
HOMO level ... -7.38 eV
ΔE to the lowest compared entry with this formula, charge and spin ... 77.88 kcal per mole
Lowest unoccupied orbital energy ... 0.66 eV

---

Record 10
The following is a quantum chemistry calculation of a 3-piece molecular cluster, C5H8N2 overall, from the OMol25 dataset.

```
! RIJCOSX wB97M-V def2-TZVPD def2/J DEFGRID3
* xyz 0 1
C -0.96 -1.78 -0.85
N -0.45 -0.79 -0.13
C -0.91 -0.34 1.14
C -0.05 0.61 1.54
C 0.88 0.85 0.42
N 1.82 1.86 0.43
C 0.60 -0.01 -0.61
H -0.66 -0.67 -2.45
H -0.30 -2.38 -1.47
H -1.92 -2.19 -0.55
H -1.71 -0.86 1.66
H -0.10 1.17 2.46
H 1.59 2.66 0.99
H 2.15 2.11 -0.50
H 0.03 -0.23 -2.07
*
```

Calculated values
Kohn-Sham gap (alpha / beta) ... 0.261 / 0.261 hartree
HOMO level (alpha / beta) ... -7.60 / -7.60 eV
ΔE to the lowest compared entry with this formula, charge and spin ... 131.16 kcal per mole
Lowest unoccupied orbital energy (alpha / beta) ... -0.49 / -0.49 eV

---

Record 11
The following is a quantum chemistry calculation of a 2-piece molecular cluster, C5H8N2 overall at a distorted geometry, from the OMol25 dataset.

```
! RIJCOSX wB97M-V def2-TZVPD def2/J DEFGRID3
* xyz 0 1
C -0.17 2.30 -0.09
C -0.16 1.06 -0.66
C 1.09 0.45 -0.92
N 1.02 -0.77 -0.42
C -0.31 -1.06 -0.03
N -0.58 -2.37 0.37
C -1.09 0.00 -0.34
H 0.66 2.99 -0.23
H -1.07 2.70 0.36
H 0.59 0.21 1.79
H 2.05 0.91 -1.15
H 1.74 -1.48 -0.45
H -0.10 -2.58 1.24
H -1.57 -2.50 0.51
H -2.10 0.15 0.02
*
```

Calculated values
Kohn-Sham gap (alpha / beta) ... 0.217 / 0.316 hartree
HOMO level (alpha / beta) ... -6.19 / -8.06 eV
ΔE to the lowest compared entry with this formula, charge and spin ... 117.38 kcal per mole
Lowest unoccupied orbital energy (alpha / beta) ... -0.28 / 0.55 eV

---

Record 12
The following is a quantum chemistry calculation of C5H8N2 as an isolated structure at a distorted geometry, from the OMol25 dataset.

```
! RIJCOSX wB97M-V def2-TZVPD def2/J DEFGRID3
* xyz 0 1
C 1.43 -1.83 -0.36
N 0.68 -0.70 0.11
C 0.82 -0.05 1.29
N -0.06 0.91 1.49
C -0.78 0.85 0.35
C -1.96 1.36 -0.25
C -0.40 -0.16 -0.53
H 1.73 -1.67 -1.40
H 2.33 -1.96 0.25
H 0.83 -2.74 -0.30
H 1.62 -0.30 1.97
H -1.41 3.20 -0.07
H -1.08 1.85 -1.17
H -2.78 2.04 -0.19
H -1.00 -0.79 -1.19
*
```

Calculated values
Kohn-Sham gap (alpha / beta) ... 0.297 / 0.289 hartree
HOMO level (alpha / beta) ... -8.15 / -7.85 eV
ΔE to the lowest compared entry with this formula, charge and spin ... 163.39 kcal per mole
Lowest unoccupied orbital energy (alpha / beta) ... -0.06 / 0.02 eV

---

Record 13
The following is a quantum chemistry calculation of a single C5H8N2 molecule at a distorted geometry, from the OMol25 dataset.

```
! RIJCOSX wB97M-V def2-TZVPD def2/J DEFGRID3
* xyz 0 3
C 2.30 -0.50 -0.76
C 2.37 0.37 0.43
C 0.93 0.66 0.79
C 1.02 -0.58 -1.09
C -2.11 -0.16 0.61
N 0.21 -0.11 -0.18
N -1.12 -0.19 -0.46
H 3.04 -1.04 -1.37
H 0.63 0.37 1.75
H 0.90 1.78 0.71
H 0.57 -1.01 -1.96
H -2.08 0.71 1.23
H -3.13 0.05 0.04
H -2.23 -0.99 1.23
H -1.30 0.65 -0.98
*
```

Calculated values
Kohn-Sham gap (alpha / beta) ... 0.256 / 0.290 hartree
HOMO level (alpha / beta) ... -6.02 / -8.33 eV
ΔE to the lowest compared entry with this formula, charge and spin ... 48.05 kcal per mole
<S²> ... 2.03
Lowest unoccupied orbital energy (alpha / beta) ... 0.93 / -0.44 eV

---

Record 14
The following is a quantum chemistry calculation of a 2-piece molecular cluster, C5H8N2 overall at a distorted geometry, from the OMol25 dataset.

```
! RIJCOSX wB97M-V def2-TZVPD def2/J DEFGRID3
* xyz 2 1
C 0.07 -1.99 -0.97
C -0.05 2.08 0.86
C 0.54 -3.03 -1.83
C 0.18 3.46 1.02
C -0.80 -0.40 0.71
N -0.32 -1.15 -0.29
N -0.37 0.96 0.80
H -0.13 -3.93 -1.72
H 0.67 -2.77 -2.87
H 1.57 -3.25 -1.46
H -0.48 4.04 0.43
H 0.22 3.81 2.01
H 1.06 3.56 0.53
H -0.25 -1.09 2.04
H -1.90 -0.29 0.74
*
```

Calculated values
Kohn-Sham gap ... 0.411 hartree
HOMO level ... -20.41 eV
ΔE to the lowest compared entry with this formula, charge and spin ... 32.07 kcal per mole
Lowest unoccupied orbital energy ... -9.23 eV

---

Record 15
The following is a quantum chemistry calculation of C5H8N2O as an isolated structure at a distorted geometry, from the OMol25 dataset.

```
! RIJCOSX wB97M-V def2-TZVPD def2/J DEFGRID3
* xyz 0 1
C 2.84 -0.01 0.20
C 1.36 -0.07 0.14
C 0.54 -1.09 -0.39
C -0.90 -0.76 -0.51
C -0.86 0.74 -0.29
H 3.02 -1.20 -0.28
H 3.33 0.74 -0.62
H 3.20 0.18 1.22
H 0.57 -2.19 -0.14
H -1.45 -0.89 -1.52
H -2.80 -1.15 0.33
H -1.48 -0.47 1.58
H 0.75 2.00 0.50
N -1.72 -1.28 0.58
N 0.46 1.13 -0.05
O -1.77 1.40 0.04
*
```

Calculated values
Kohn-Sham gap ... 0.332 hartree
HOMO level ... -8.60 eV
ΔE to the lowest compared entry with this formula, charge and spin ... 92.60 kcal per mole
Lowest unoccupied orbital energy ... 0.44 eV